No. 1
A molecular structure, C17H31BBr8MnN5O18 in a non-equilibrium geometry. Source: the OMol25 dataset; level of theory: the ωB97M-V functional and the def2-TZVPD basis.

Last column: Löwdin spin population.
Element x y z (Å)
Mn: 6.365 0.650 8.615  5.4805
O: 8.747 2.004 16.856  0.0000
C: 7.914 1.590 16.011  0.0000
O: 8.062 0.696 15.051  0.0001
B: 6.858 0.730 14.208  0.0007
O: 5.917 1.660 14.810  0.0002
C: 6.463 2.262 15.867  0.0000
O: 6.069 3.121 16.584  0.0000
O: 6.378 -0.586 14.078  0.0004
C: 6.193 -0.905 12.731  0.0014
O: 5.581 -1.892 12.300  0.0014
C: 6.770 0.316 11.968  0.0135
O: 7.195 1.138 12.820  0.0057
O: 6.732 0.432 10.737  0.1194
Br: 2.154 1.362 21.743  0.0000
C: 2.761 2.219 20.120  0.0000
C: 3.561 3.421 20.517  0.0000
Br: 4.585 4.121 18.986  0.0000
H: 1.915 2.367 19.449  0.0000
H: 3.390 1.458 19.657  0.0000
H: 4.356 3.049 21.162  0.0000
H: 2.929 4.158 21.013  0.0000
Br: 8.201 0.599 22.298  0.0000
C: 8.030 1.016 20.311  0.0000
C: 8.142 2.555 20.159  0.0000
Br: 9.970 3.304 20.147  0.0000
H: 7.016 0.726 20.036  0.0000
H: 8.713 0.455 19.673  0.0000
H: 7.472 3.284 20.615  0.0000
H: 7.767 2.829 19.174  0.0000
Br: 8.576 -4.087 15.100  0.0000
C: 8.206 -4.233 13.165  0.0001
C: 7.380 -5.498 12.847  0.0000
Br: 8.386 -7.142 13.327  0.0000
H: 9.100 -4.156 12.546  0.0000
H: 7.645 -3.316 12.989  0.0000
H: 7.034 -5.510 11.814  0.0000
H: 6.503 -5.610 13.485  0.0000
Br: 4.248 -0.517 17.182  0.0000
C: 3.477 -2.354 16.785  0.0000
C: 4.515 -2.963 15.796  0.0000
Br: 3.564 -4.551 14.982  0.0000
H: 2.443 -2.342 16.439  0.0000
H: 3.499 -2.930 17.709  0.0000
H: 5.394 -3.320 16.332  0.0000
H: 4.805 -2.207 15.066  0.0000
C: 10.610 1.391 11.605  0.0003
N: 10.600 0.069 10.901  0.0002
O: 9.602 -0.608 11.077  0.0008
O: 11.645 -0.385 10.513  0.0004
H: 9.747 1.368 12.271  0.0001
H: 10.360 2.220 10.942  0.0002
H: 11.579 1.383 12.104  0.0000
C: 3.593 5.897 16.017  0.0000
N: 2.238 5.330 15.839  0.0000
O: 2.091 4.285 15.137  0.0001
O: 1.425 6.010 16.449  0.0000
H: 3.561 6.723 16.729  0.0000
H: 3.776 6.278 15.013  0.0000
H: 4.245 5.083 16.332  0.0000
C: 9.184 -3.082 9.085  0.0032
N: 7.846 -2.396 9.291  0.0041
O: 7.602 -1.374 8.671  0.0941
O: 7.057 -2.975 10.061  0.0082
H: 9.900 -2.272 9.224  0.0002
H: 9.260 -3.676 8.174  0.0002
H: 9.262 -3.800 9.901  0.0004
C: 3.123 1.625 13.588  0.0004
N: 3.436 1.537 12.102  0.0000
O: 3.904 2.532 11.525  0.0117
O: 3.291 0.409 11.566  0.0094
H: 2.048 1.548 13.754  0.0000
H: 3.572 2.556 13.933  0.0000
H: 3.644 0.712 13.877  0.0001
C: 9.232 3.107 7.704  0.0104
N: 9.381 1.662 7.943  0.0248
O: 10.508 1.241 7.868  0.0496
O: 8.380 1.030 8.347  0.1440
H: 8.272 3.243 7.206  0.0123
H: 10.034 3.303 6.992  0.0009
H: 9.468 3.641 8.624  0.0003

Forces on atoms 1 to 3 (eV/Å):
Mn -0.8 -0.6 0.7
O -2.7 -2.0 -3.0
C 1.9 2.5 2.7

Output
2S+1   7
HOMO-LUMO gap (spin up / spin down)   0.1919 / 0.2590 Eh
Expectation value of S²   12.00
HOMO (spin up / spin down)   -7.5 / -9.4 eV

=====

No. 2
2 unconnected molecules or ions with the total composition C17H31BrN2O5 in a non-equilibrium geometry. Source: the OMol25 dataset; level of theory: the ωB97M-V functional and the def2-TZVPD basis.

Last column: natural (NBO) charge in e.
Element x y z (Å)
C: 4.447 6.116 0.288  -0.6458
C: 5.304 5.039 1.119  -0.4486
C: 4.454 3.823 1.735  -0.2061
Br: 2.702 4.422 2.539  -0.0176
C: 4.299 2.553 0.764  -0.0439
N: 5.712 2.174 0.366  -0.7984
C: 3.516 2.834 -0.605  -0.1005
O: 2.112 3.132 -0.457  -0.5296
C: 1.279 2.042 -0.776  0.8301
C: -0.052 1.867 0.129  -0.7222
O: 1.426 1.224 -1.710  -0.6109
C: 3.740 1.323 1.621  0.7359
O: 2.531 1.106 1.929  -0.6073
O: 4.680 0.414 2.124  -0.6331
H: 3.355 5.844 0.121  0.2328
H: 4.597 7.170 0.727  0.2203
H: 4.923 6.170 -0.766  0.1987
H: 5.750 5.602 2.025  0.2220
H: 6.205 4.703 0.491  0.2262
H: 5.059 3.447 2.644  0.2540
H: 5.930 2.786 -0.449  0.3360
H: 5.656 1.228 -0.064  0.3784
H: 4.000 3.780 -1.065  0.1908
H: 3.768 1.984 -1.321  0.2183
H: 0.180 1.586 1.206  0.2745
H: -0.686 1.015 -0.341  0.2195
H: -0.618 2.856 0.018  0.2244
C: -4.889 -3.358 0.903  -0.6300
C: -4.170 -2.216 0.140  0.1003
C: -4.651 -2.241 -1.328  -0.4061
C: -4.077 -3.427 -2.102  -0.4084
C: -2.557 -3.460 -2.010  -0.4048
C: -2.005 -3.376 -0.568  0.0974
N: -2.680 -2.323 0.251  0.1758
O: -2.170 -1.152 -0.122  -0.1856
C: -2.131 -4.739 0.151  -0.6304
C: -0.465 -3.177 -0.660  -0.6128
C: -4.695 -0.943 0.854  -0.6126
H: -5.956 -3.138 1.002  0.2325
H: -4.854 -4.320 0.399  0.2122
H: -4.486 -3.479 1.913  0.2287
H: -4.359 -1.315 -1.837  0.2251
H: -5.743 -2.280 -1.368  0.2384
H: -4.496 -4.369 -1.734  0.2037
H: -4.379 -3.356 -3.152  0.2371
H: -2.189 -4.368 -2.497  0.2407
H: -2.167 -2.622 -2.601  0.2265
H: -1.801 -4.661 1.192  0.2289
H: -1.503 -5.493 -0.330  0.2333
H: -3.134 -5.157 0.145  0.2108
H: -0.186 -2.300 -1.250  0.2425
H: 0.006 -4.035 -1.147  0.2283
H: -0.019 -3.077 0.334  0.2376
H: -4.370 -0.930 1.900  0.2292
H: -5.787 -0.913 0.850  0.2276
H: -4.359 -0.017 0.383  0.2362

Forces on atoms 1 to 3 (eV/Å):
C 1.1 0.2 -1.1
C -0.5 0.9 0.7
C 1.6 -0.6 0.3

Output
2S+1   1
HOMO-LUMO gap   0.0734 Eh
HOMO   -7.0 eV

=====

No. 3
A molecular structure, C17H31Cl2NO3P2Re in a non-equilibrium geometry. Source: the OMol25 dataset; level of theory: the ωB97M-V functional and the def2-TZVPD basis.

Last column: natural (NBO) charge in e.
Element x y z (Å)
Re: 0.001 0.340 -0.062  0.7139
P: -2.212 -0.889 0.821  1.1959
P: 1.792 1.520 -0.784  1.1679
N: 0.262 -1.142 -1.010  -0.6054
H: -1.130 0.188 1.265  0.0598
C: -3.623 -0.870 -0.287  -0.9548
H: -4.451 -1.375 0.244  0.2393
H: -3.367 -1.439 -1.197  0.2666
H: -3.911 0.157 -0.552  0.2694
C: -2.804 -0.410 2.474  -0.9613
H: -3.669 -1.038 2.703  0.2319
H: -3.079 0.644 2.463  0.2547
H: -2.003 -0.567 3.201  0.2675
C: -1.762 -2.636 1.060  -0.9489
H: -2.665 -3.105 1.516  0.2346
H: -0.893 -2.705 1.748  0.2694
H: -1.538 -3.089 0.070  0.2691
C: 1.657 2.445 -2.342  -0.9514
H: 2.617 2.887 -2.625  0.2269
H: 0.904 3.231 -2.242  0.2683
H: 1.338 1.760 -3.130  0.2465
C: 2.447 2.756 0.386  -0.9525
H: 3.387 3.166 0.004  0.2307
H: 2.631 2.298 1.363  0.2500
H: 1.730 3.571 0.518  0.2518
C: 3.194 0.395 -1.048  -0.9643
H: 4.100 0.982 -1.222  0.2212
H: 2.991 -0.233 -1.921  0.2468
H: 3.330 -0.238 -0.163  0.2749
C: 0.700 -2.266 -1.515  0.0647
C: 0.765 -3.995 -3.264  -0.2318
C: 0.312 -2.775 -2.798  -0.1966
C: 1.653 -3.044 -0.782  -0.2469
C: 2.106 -4.269 -1.244  -0.2019
C: 1.664 -4.756 -2.488  -0.2439
H: 0.420 -4.393 -4.248  0.2161
H: -0.389 -2.159 -3.364  0.2044
H: 1.981 -2.622 0.171  0.2391
H: 2.811 -4.866 -0.626  0.2160
H: 2.026 -5.728 -2.851  0.2109
C: -1.740 3.376 -0.635  0.3157
O: -1.060 2.283 -0.928  -0.8134
C: -3.229 3.210 -0.773  -0.6773
H: -3.786 3.606 0.082  0.1962
H: -3.486 2.147 -0.862  0.1913
H: -3.607 3.734 -1.706  0.2173
C: -1.127 4.159 0.486  -0.6875
H: -0.334 4.846 0.105  0.2086
H: -0.610 3.453 1.178  0.1968
H: -1.867 4.707 1.074  0.2047
Cl: 1.842 1.621 4.300  0.0062
C: 1.740 -0.121 4.000  -0.3046
Cl: 0.375 -0.935 4.786  -0.0140
C: 1.684 -0.383 2.486  0.7533
O: 2.552 -1.057 1.931  -0.6321
O: 0.673 0.198 1.867  -0.7556
H: 2.657 -0.574 4.369  0.2459

Forces on atoms 1 to 3 (eV/Å):
Re -4.1 1.0 1.1
P 1.2 -0.2 0.0
P 1.5 0.3 -0.5

Output
2S+1   4
HOMO-LUMO gap (spin up / spin down)   0.2082 / 0.2490 Eh
Energy relative to the best compared isomer or geometry (same formula, charge and spin)   17.0 kcal/mol
Expectation value of S²   3.79
HOMO (spin up / spin down)   -5.2 / -7.4 eV